[1]
The following is a DFT calculation (ωB97M-V/def2-TZVPD) of a structure of composition C35H45BInN9O4Si2Te.

```
98
Properties=species:S:1:pos:R:3:forces:R:3
In 1.93949 0.38235 2.13838 -1.0 0.1 0.3
C 1.12632 3.75607 5.37219 -1.4 -0.4 0.1
C 1.85277 3.16572 4.36851 1.5 -1.3 -1.0
N 1.22018 2.09645 3.82267 -0.1 1.1 0.1
N -0.00319 2.08345 4.39886 0.3 0.9 1.3
C -0.07655 3.04117 5.35351 0.4 0.5 -0.2
B -1.03383 0.99734 4.19645 1.2 -1.6 -0.3
N -1.23646 0.82418 2.65738 0.2 -0.6 0.8
C -2.39973 1.05737 2.08375 -1.3 1.1 0.7
C -2.24514 1.00765 0.72369 -0.4 -0.4 -0.8
C -0.94184 0.61453 0.52953 0.4 0.2 0.9
N -0.32008 0.49631 1.72108 0.6 0.2 -0.1
N -0.50007 -0.31870 4.84942 1.2 1.0 -1.4
C -1.00589 -0.93566 5.90326 -1.9 -0.1 0.9
C -0.11482 -1.87480 6.34879 1.1 -0.8 0.4
C 0.98492 -1.70869 5.47867 -0.2 0.4 0.5
N 0.77831 -0.76208 4.57951 -1.3 0.3 0.0
H 1.35858 4.56177 6.04363 0.2 0.1 -0.2
H 2.86105 3.38856 4.00961 -0.4 0.0 0.2
H -0.96003 3.26429 5.94687 0.1 -0.5 -0.3
H -2.01413 1.23966 4.77600 -0.9 0.4 0.0
H -3.24937 1.34320 2.72708 0.6 -0.3 -0.7
H -2.94787 1.17724 -0.06125 -0.4 0.0 -0.1
H -0.41562 0.45550 -0.37716 0.2 -0.1 -0.4
H -2.02122 -0.63526 6.25396 1.1 -0.5 -0.3
H -0.12245 -2.59543 7.17862 -0.4 0.7 -0.5
H 1.96312 -2.12537 5.56497 0.2 -0.5 0.0
O 0.29236 -6.31997 1.53857 -2.2 -1.1 -2.5
C 1.05564 -5.94741 2.38905 1.2 -0.3 2.0
O 1.61576 -6.58884 3.29089 0.5 0.3 0.6
C 1.38016 -4.47586 2.28794 0.4 1.8 -0.2
C 2.15766 -3.78529 3.22658 0.0 -1.5 -0.4
C 2.54424 -2.49765 2.92444 0.6 0.4 0.4
N 2.13009 -1.83969 1.83802 -0.8 -0.9 -0.9
C 1.38788 -2.52669 0.90926 0.4 1.1 -0.5
C 0.97538 -3.80922 1.10913 0.5 -0.6 1.6
C 1.29199 -1.88007 -0.45279 1.1 0.4 -0.2
C 1.20462 -2.64944 -1.62301 -0.7 -0.6 -0.6
C 1.34860 -2.07388 -2.88766 -0.1 0.9 0.4
C 1.61450 -0.68763 -2.93551 -0.4 -2.5 2.0
C 1.73458 -0.01206 -1.74458 0.4 1.3 0.7
N 1.61317 -0.57735 -0.52856 -0.2 -0.1 -0.2
C 3.56518 -1.72716 3.71229 -0.9 0.4 0.2
C 4.45947 -2.29199 4.59356 0.1 0.1 -0.3
C 5.37363 -1.46064 5.25140 -0.2 -1.9 1.0
C 5.36238 -0.12257 5.01038 1.0 2.0 -0.4
C 4.42096 0.38575 4.14353 -1.0 -1.4 0.0
N 3.51017 -0.39768 3.56104 0.5 0.1 -0.2
H 2.47606 -4.41567 4.08055 0.0 0.8 -0.5
H 0.38898 -4.43990 0.47440 -0.2 0.1 -0.6
H 0.97101 -3.71782 -1.58403 0.2 0.4 0.2
H 1.21123 -2.64817 -3.82290 0.2 0.3 0.8
H 1.71586 -0.20808 -3.82921 0.3 1.3 -2.2
H 1.97272 1.08819 -1.75850 -0.3 -1.3 0.2
H 4.40398 -3.36557 4.70068 0.3 0.0 0.3
H 5.98080 -1.93294 6.04026 0.1 0.5 -0.7
H 6.09422 0.63664 5.35060 -0.4 -1.0 0.3
H 4.29936 1.40438 3.92691 0.2 1.2 -0.2
C 3.60283 3.47861 -0.45040 -0.4 1.3 1.0
O 2.83225 2.42615 0.13871 -0.5 0.3 -0.2
C 3.20201 1.98382 1.34274 2.3 0.7 1.1
O 4.20730 2.44005 1.93375 -2.3 -0.8 -1.4
H 3.09321 3.85955 -1.32664 -0.2 -0.3 -0.1
H 4.55033 3.09753 -0.68649 1.4 -0.5 -0.5
H 3.76693 4.33099 0.24711 -0.3 -0.7 -0.3
C -4.76808 -1.56462 -2.87279 0.2 0.9 0.3
Si -3.77476 -2.02497 -4.39394 0.1 0.8 0.6
C -2.30495 -3.11553 -4.02364 -0.1 -0.8 1.1
C -4.75115 -2.86104 -5.72365 0.8 0.1 -0.2
C -3.07259 -0.36286 -4.96314 -0.1 -0.7 -0.5
Te -1.71928 0.38572 -3.50320 0.5 -0.6 -0.1
C -2.39482 2.35787 -3.54430 0.0 0.6 0.8
Si -2.11292 3.35593 -5.07621 0.2 0.2 -0.4
C -0.23641 3.65751 -5.37673 -1.1 -0.3 1.4
C -3.00334 5.00428 -4.83798 0.3 0.0 -0.2
C -2.83278 2.53888 -6.62978 0.7 0.9 0.1
H -5.70008 -2.06856 -2.69305 -0.3 -0.6 0.0
H -5.04789 -0.49346 -2.92710 0.2 -0.3 -0.1
H -4.15333 -1.64925 -1.97165 -0.1 -0.1 0.0
H -2.55881 -4.01729 -3.43715 -0.2 0.3 -0.1
H -1.50073 -2.65137 -3.42849 -0.2 0.1 -0.5
H -1.93783 -3.54095 -4.94059 0.6 0.1 -0.6
H -5.34161 -3.64576 -5.30395 -0.6 -0.6 0.2
H -3.95326 -3.33053 -6.28705 0.1 -0.3 -0.5
H -5.32617 -2.27979 -6.42433 -0.3 0.4 0.0
H -3.93168 0.30868 -5.01276 0.2 0.2 -0.2
H -2.58040 -0.45979 -5.94714 -0.2 0.3 0.4
H -1.96138 2.87182 -2.66674 0.1 -0.2 -0.3
H -3.44250 2.29296 -3.29463 -0.5 0.1 -0.1
H 0.11260 4.50968 -4.79236 0.0 0.1 -0.2
H -0.12186 3.82454 -6.40866 0.3 0.6 -1.4
H 0.41008 2.82033 -5.14493 -0.1 -0.4 0.2
H -2.57108 5.60959 -4.04138 0.1 0.0 0.1
H -4.07154 4.93086 -4.62330 0.0 -0.2 -0.1
H -2.89032 5.56825 -5.76805 -0.1 0.1 0.0
H -2.18919 1.70576 -6.90309 -0.3 -0.3 0.0
H -2.65751 3.30199 -7.41155 -0.3 -0.3 0.1
H -3.89836 2.29184 -6.60615 0.3 -0.1 0.0
```
Positions in Å, forces in eV/Å.

Values from the calculation:
Calculated total energy in Eh: -3216.58149
HOMO-LUMO gap in eV: 6.975
Energy relative to the best compared isomer or geometry (same formula, charge and spin) in kcal/mol: 2.7
E_HOMO in eV: -7.739

=====

[2]
The following is a DFT calculation (ωB97M-V/def2-TZVPD) of a cluster of 16 separate species, C35H45Cl45NO2 in total.

```
128
Properties=species:S:1:pos:R:3:forces:R:3
C 5.20519 -2.09711 -1.35873 -1.0 -0.2 -0.3
C 4.19952 -1.98481 -0.17121 1.2 -0.1 0.1
C 4.10621 -0.54466 0.39350 0.1 -0.3 -0.4
C 3.06179 0.37327 -0.30277 0.6 0.4 1.6
O 2.16441 -0.32723 -1.18813 0.1 0.7 -0.2
C 1.78917 0.46228 -2.23936 0.4 -0.1 -0.2
C 2.71884 0.67693 -3.23363 0.4 0.2 -0.8
C 2.46030 1.48749 -4.36850 -0.6 -0.2 0.9
C 1.22881 2.11392 -4.45844 0.5 -0.2 -0.4
C 0.26412 1.91797 -3.45963 -1.1 0.2 0.4
C -1.03260 2.56960 -3.53874 1.0 -0.4 -0.2
C -1.91908 2.36780 -2.54698 -0.6 0.6 -0.6
N -1.64947 1.54087 -1.47556 -0.3 0.5 -0.4
C -0.50879 0.88568 -1.32152 0.5 0.0 0.3
C -0.34953 -0.00637 -0.11078 -0.3 -1.1 0.1
C -1.66263 -0.34745 0.61940 -0.6 0.8 -0.1
C -2.71412 -1.12299 -0.23854 -0.4 0.1 1.0
C -3.43085 -2.23430 0.57642 -0.4 -0.6 -0.4
C -4.40018 -3.06312 -0.31735 -0.3 0.0 0.2
C -5.70906 -2.30782 -0.63705 -0.1 0.0 -0.3
O -6.22037 -2.67844 -1.93059 0.2 0.6 0.4
C -6.76647 -1.53061 -2.56250 -0.4 -0.2 -0.7
C 0.49887 1.07875 -2.31591 0.5 -0.1 -0.3
H 5.03727 -3.07369 -1.86568 0.4 0.9 0.3
H 6.24626 -2.03273 -1.01997 -0.4 0.0 -0.1
H 5.01687 -1.32068 -2.12145 0.2 -0.1 0.3
H 4.64513 -2.60376 0.63122 -0.5 0.1 -0.2
H 3.23611 -2.43484 -0.45142 0.2 0.3 0.2
H 5.10329 -0.08672 0.24608 -0.4 -0.1 0.1
H 3.94887 -0.53976 1.48471 -0.2 -0.1 -0.5
H 2.46395 0.84502 0.50634 0.1 -0.1 -0.5
H 3.59792 1.20754 -0.78392 -0.4 -0.4 -0.4
H 3.70969 0.21601 -3.17288 -0.5 0.0 0.2
H 3.22981 1.60541 -5.13254 -0.3 0.0 0.2
H 1.01088 2.73426 -5.33040 0.0 -0.2 0.4
H -1.24126 3.22976 -4.40260 -0.1 -0.8 1.1
H -2.88507 2.87838 -2.59239 0.2 -0.5 0.4
H -2.39686 1.46927 -0.79007 0.4 -0.4 0.1
H 0.07540 -0.95774 -0.48187 -0.1 0.4 0.1
H 0.40282 0.36305 0.60816 -0.3 0.2 -0.5
H -2.14628 0.60489 0.96397 0.4 -0.7 0.1
H -1.44915 -0.90576 1.54558 0.1 0.2 -0.4
H -2.28477 -1.55709 -1.15648 -0.1 0.2 0.3
H -3.51510 -0.40558 -0.50357 0.4 -0.4 -0.4
H -2.70697 -2.93488 1.03025 -0.1 0.4 -0.2
H -4.02973 -1.82151 1.41005 0.4 0.1 -0.3
H -3.89043 -3.36120 -1.25018 -0.3 0.3 0.2
H -4.69236 -4.00298 0.18475 0.4 0.4 -0.1
H -5.57864 -1.20873 -0.64815 0.3 -0.4 0.2
H -6.48439 -2.51822 0.12656 0.3 0.0 -0.2
H -5.97860 -0.79265 -2.81740 -0.3 -0.2 0.3
H -7.55552 -1.04825 -1.95685 0.4 -0.1 -0.1
H -7.23905 -1.84406 -3.50841 0.2 0.0 0.4
C -6.97316 -6.41264 -0.40200 -0.1 0.0 0.0
Cl -5.72746 -6.37978 0.85549 0.0 -0.1 0.0
Cl -7.32870 -8.07465 -0.87660 0.1 0.0 0.0
Cl -8.43777 -5.60040 0.15171 0.1 0.0 0.0
H -6.59578 -5.88273 -1.26950 0.0 0.0 0.1
C 6.20903 -5.90342 -1.49791 0.2 -0.1 0.1
Cl 6.73754 -7.35207 -0.64344 -0.1 0.0 -0.1
Cl 4.72145 -5.26644 -0.77046 0.0 -0.4 0.0
Cl 7.49597 -4.69472 -1.50343 -0.1 -0.1 0.0
H 5.99057 -6.17182 -2.52445 0.0 0.0 0.1
C 4.33669 0.39999 4.94876 0.1 0.1 -0.1
Cl 2.79070 0.61189 4.11466 0.0 -0.1 0.0
Cl 5.65272 0.17264 3.79022 -0.1 0.0 0.0
Cl 4.66544 1.78890 5.98085 0.0 0.0 0.1
H 4.27211 -0.48589 5.56932 0.0 0.0 0.0
C -1.74172 5.98774 -6.23529 -0.1 0.3 -0.3
Cl -3.18912 5.41137 -7.05939 0.0 0.0 0.1
Cl -0.63200 4.63584 -5.91205 0.1 0.5 -0.5
Cl -0.93911 7.23406 -7.17733 0.1 -0.2 0.1
H -2.03830 6.41533 -5.28478 0.1 -0.1 0.0
C 9.88458 -1.23341 -2.11177 0.0 -0.1 0.0
Cl 11.22128 -2.38112 -2.08016 -0.1 0.1 0.0
Cl 8.87957 -1.48492 -3.54302 0.0 0.0 0.0
Cl 8.91268 -1.36888 -0.64187 0.1 0.1 0.0
H 10.29549 -0.23215 -2.15608 0.0 0.0 0.0
C 5.27575 4.08077 3.01517 0.0 0.2 0.0
Cl 3.71550 4.21895 2.19403 0.0 -0.1 0.0
Cl 6.57166 3.80344 1.84363 0.0 0.0 0.0
Cl 5.60378 5.52658 3.97531 0.0 -0.2 -0.2
H 5.23408 3.22958 3.68463 0.0 0.0 0.0
C -1.15887 4.36608 0.83289 0.0 0.2 0.1
Cl -0.53258 3.42116 2.18865 0.0 -0.1 -0.1
Cl -2.75796 5.01704 1.20695 0.2 0.1 -0.1
Cl -0.03846 5.65691 0.40262 0.0 -0.1 0.0
H -1.25428 3.70610 -0.02021 0.0 0.1 0.0
C -5.17140 2.67446 3.34130 0.1 0.0 0.2
Cl -6.00847 1.30589 4.06381 -0.1 0.0 0.1
Cl -3.95721 3.31815 4.44200 0.0 0.0 -0.1
Cl -4.43506 2.18043 1.80619 -0.1 -0.2 -0.1
H -5.89317 3.45577 3.13509 0.0 -0.1 0.0
C 7.12217 7.51769 0.88914 0.0 0.1 0.0
Cl 5.56301 7.65817 0.06747 0.0 -0.1 0.1
Cl 8.41711 7.24189 -0.28048 -0.1 -0.1 0.1
Cl 7.45017 8.96299 1.84871 0.0 -0.1 0.0
H 7.07961 6.66502 1.55961 0.0 0.1 -0.1
C -7.80389 -6.92854 4.41550 -0.1 -0.1 0.1
Cl -6.55687 -6.89788 5.66589 0.0 0.0 -0.1
Cl -8.15643 -8.58810 3.92918 0.0 0.1 0.0
Cl -9.27085 -6.12022 4.97592 0.1 0.0 -0.1
H -7.43012 -6.39347 3.55010 0.0 0.0 0.0
C -7.32511 -2.44350 4.20183 -0.1 0.0 0.2
Cl -7.17203 -3.56814 2.84816 0.0 0.0 -0.1
Cl -9.02012 -2.04813 4.50782 0.1 0.0 -0.1
Cl -6.57700 -3.11424 5.65040 0.0 0.1 -0.1
H -6.80497 -1.52998 3.93994 0.0 -0.1 0.0
C 5.95877 6.94304 7.87472 -0.1 0.1 0.0
Cl 5.06157 5.51555 7.34421 0.0 0.0 0.2
Cl 6.79537 7.69485 6.51237 0.0 0.0 0.0
Cl 4.88099 8.09947 8.65582 0.1 -0.1 0.0
H 6.70140 6.62793 8.59751 0.0 0.0 0.0
C 2.90236 -5.19048 2.50401 0.0 -0.1 0.1
Cl 1.60223 -5.27026 1.31041 0.1 0.0 -0.1
Cl 2.89438 -3.62419 3.32028 0.0 0.1 0.0
Cl 2.76251 -6.50580 3.66737 0.0 0.1 -0.1
H 3.84773 -5.29445 1.98376 -0.1 0.0 0.0
C -3.99136 -10.28990 -0.51839 0.0 -0.1 0.0
Cl -4.81791 -11.68979 0.16896 0.0 0.1 0.0
Cl -2.82286 -9.63179 0.63230 -0.1 0.0 0.0
Cl -3.19488 -10.71969 -2.03473 0.0 0.0 0.0
H -4.73169 -9.52527 -0.72876 0.1 -0.1 0.0
C -2.48275 11.24442 -7.90839 0.1 0.0 0.0
Cl -3.21909 9.82959 -7.14758 -0.2 0.1 0.0
Cl -1.24675 11.94134 -6.85920 -0.1 0.0 0.0
Cl -1.79924 10.81826 -9.47853 0.0 0.0 0.0
H -3.25563 11.98722 -8.06369 0.0 0.0 0.0
```
Positions in Å, forces in eV/Å.

Values from the calculation:
Charge: +1
Calculated total energy in Eh: -22274.19216
HOMO-LUMO gap in eV: 7.933
E_HOMO in eV: -11.786

=====

| no. | LUMO energy (eV) |
| --- | --- |
| 1 | -0.76 |
| 2 | -3.85 |